(i)
Computed, not measured: the ion C7H10NO with charge +1, with ωB97M-V/def2-TZVPD.

Each line ends with the natural charge from an NBO analysis.
Cartesian coordinates (Å):
C  0.956  1.593  -0.034  -0.277
C  -0.264  1.663  -0.550  -0.169
C  1.593  0.275  0.339  0.490
C  0.731  -0.811  -0.244  0.021
C  1.120  -1.756  -1.075  -0.306
C  -1.343  0.595  -0.701  -0.213
C  -0.889  -0.454  1.549  -0.437
N  -0.713  -0.670  0.086  -0.379
O  2.586  0.197  1.024  -0.428
H  1.574  2.433  0.086  0.258
H  -0.593  2.686  -0.814  0.257
H  0.344  -2.385  -1.561  0.215
H  2.171  -1.939  -1.388  0.274
H  -2.278  0.856  -0.449  0.243
H  -1.362  0.328  -1.758  0.251
H  -1.814  -0.833  1.952  0.255
H  0.097  -0.764  2.127  0.261
H  -0.903  0.605  1.610  0.229
H  -1.014  -1.619  -0.199  0.455

Values from the calculation:
orbital gap: 10.11 eV
SMILES string: C=C1C(=O)C=CC[N@@H+]1C
lowest unoccupied orbital energy: -4.21 eV
charge: +1

***

(ii)
Computed, not measured: the ion C7H10NO with charge +1, with ωB97M-V/def2-TZVPD.

Each line ends with the natural charge from an NBO analysis.
Cartesian coordinates (Å):
C  -0.789  -0.111  0.139  -0.238
C  -1.063  -1.364  -0.387  0.330
C  0.451  0.381  0.273  0.390
C  2.798  -0.723  -0.422  0.125
C  -2.059  0.764  0.296  -0.610
C  -1.416  -2.506  -0.812  -0.483
C  0.562  1.790  0.826  -0.678
N  1.584  0.015  -0.345  -0.079
O  2.821  0.606  -0.005  -0.294
H  2.943  -1.551  0.258  0.218
H  -2.117  1.582  -0.366  0.236
H  -2.115  1.066  1.321  0.233
H  -2.979  0.205  0.002  0.250
H  -1.445  -2.693  -1.923  0.295
H  -1.935  -3.149  -0.084  0.295
H  2.980  -0.885  -1.469  0.213
H  -0.450  2.108  1.183  0.252
H  0.859  2.577  0.059  0.281
H  1.371  1.887  1.456  0.265

Values from the calculation:
orbital gap: 8.62 eV
SMILES string: C=C=C(C)/C(C)=[N+]1\CO1
lowest unoccupied orbital energy: -5.32 eV
charge: +1

***

We find (i) to be the most stable, with the next structure 3.408 eV higher.

***

(i)
Computed, not measured: a cluster of 2 separate species, C6H14NO in total, with ωB97M-V/def2-TZVPD.

Each line ends with the natural charge from an NBO analysis.
Cartesian coordinates (Å):
O  1.805  -0.011  -1.046  -0.292
C  1.065  0.478  -0.247  0.271
C  0.238  -0.254  0.708  0.362
C  -1.121  0.247  0.846  -0.560
C  -2.009  -0.002  -0.390  -0.150
C  -3.298  0.840  -0.410  -0.608
C  -2.304  -1.519  -0.476  -0.615
N  5.112  0.293  0.921  -1.072
H  0.837  1.555  -0.311  0.159
H  0.413  -1.319  0.880  0.247
H  -1.087  1.311  1.144  0.292
H  -1.548  -0.264  1.720  0.276
H  -1.409  0.260  -1.266  0.216
H  -3.705  1.050  0.576  0.230
H  -3.156  1.755  -0.977  0.237
H  -4.022  0.215  -0.937  0.247
H  -1.375  -2.101  -0.409  0.199
H  -2.910  -1.837  0.374  0.226
H  -2.796  -1.843  -1.389  0.254
H  4.112  0.409  0.912  0.339
H  5.401  -0.660  0.766  0.370
H  5.582  0.893  0.261  0.373

Values from the calculation:
orbital gap: 3.80 eV
lowest unoccupied orbital energy: -8.63 eV
charge: +1

***

(ii)
Computed, not measured: the ion C6H14NO with charge +1, with ωB97M-V/def2-TZVPD.

Each line ends with the natural charge from an NBO analysis.
Cartesian coordinates (Å):
O  -2.410  -2.242  0.176  -0.422
C  -1.434  -2.287  -0.505  0.409
C  -0.251  -1.366  -0.185  -0.156
C  -0.647  0.106  -0.263  -0.418
C  0.412  1.116  0.212  -0.218
C  -0.185  2.527  0.081  -0.607
C  0.840  0.810  1.640  -0.619
N  0.878  -1.609  -1.160  -0.677
H  -1.335  -2.968  -1.375  0.124
H  0.127  -1.619  0.797  0.253
H  -0.980  0.285  -1.293  0.217
H  -1.537  0.206  0.359  0.263
H  1.279  1.056  -0.464  0.171
H  0.180  3.186  0.862  0.232
H  -1.285  2.493  0.139  0.217
H  0.051  2.965  -0.891  0.226
H  1.484  1.596  2.027  0.241
H  1.395  -0.125  1.704  0.190
H  -0.030  0.811  2.295  0.226
H  1.610  -0.913  -1.000  0.453
H  0.551  -1.493  -2.123  0.443
H  1.286  -2.536  -1.032  0.448

Values from the calculation:
orbital gap: 10.71 eV
SMILES string: CC(C)C[C@H]([NH3+])C=O
lowest unoccupied orbital energy: -3.86 eV
charge: +1

***

We find (ii) to be the most stable, with the next structure 3.679 eV higher.

***

(i)
Computed, not measured: a cluster of 2 separate species, C6H14NO in total, with ωB97M-V/def2-TZVPD.

Each line ends with the natural charge from an NBO analysis.
Cartesian coordinates (Å):
C  0.469  0.464  -3.086  -0.638
C  0.742  -0.834  -2.358  -0.404
C  1.226  -0.502  -0.890  -0.441
C  0.010  -0.480  -0.016  -0.046
C  0.080  -1.184  1.133  -0.104
N  -0.760  -0.749  2.191  -0.389
C  -1.110  -1.186  3.356  0.066
H  1.314  0.859  -3.681  0.234
H  0.257  1.355  -2.459  0.193
H  -0.490  0.510  -3.651  0.230
H  1.561  -1.319  -2.902  0.230
H  -0.085  -1.525  -2.270  0.209
H  1.761  0.440  -0.807  0.246
H  1.900  -1.279  -0.613  0.222
H  -0.775  0.174  -0.342  0.228
H  0.632  -2.076  1.360  0.239
H  -1.265  0.132  1.942  0.450
H  -0.669  -2.082  3.792  0.235
H  -1.684  -0.409  3.894  0.238
H  -0.915  3.201  1.012  0.483
H  -1.148  3.624  2.490  0.493
O  -1.049  2.865  1.904  -0.973

Values from the calculation:
orbital gap: 8.63 eV
lowest unoccupied orbital energy: -5.07 eV
charge: +1

***

(ii)
Computed, not measured: the ion C6H14NO with charge +1, with ωB97M-V/def2-TZVPD.

Each line ends with the natural charge from an NBO analysis.
Cartesian coordinates (Å):
O  -2.776  0.675  1.058  -0.521
C  -2.973  0.202  -0.019  0.449
C  -1.960  0.201  -1.138  -0.537
C  -0.702  0.997  -1.030  -0.409
C  -0.091  1.139  0.366  -0.384
C  0.432  -0.187  0.862  -0.463
C  1.639  -0.540  0.112  -0.219
N  2.668  -1.443  0.829  -0.680
H  -3.878  -0.383  -0.317  0.125
H  -2.588  0.589  -2.084  0.253
H  -1.616  -0.801  -1.415  0.231
H  0.091  0.644  -1.716  0.191
H  -0.880  2.036  -1.341  0.231
H  -0.793  1.546  1.056  0.264
H  0.775  1.784  0.254  0.194
H  -0.385  -0.919  0.839  0.240
H  0.680  0.033  1.994  0.227
H  1.342  -0.986  -0.874  0.235
H  2.325  0.320  -0.181  0.224
H  3.305  -0.788  1.268  0.451
H  2.276  -2.100  1.446  0.439
H  3.111  -2.018  0.031  0.458

Values from the calculation:
orbital gap: 8.79 eV
SMILES string: [NH3+]CCCCCC=O
lowest unoccupied orbital energy: -3.88 eV
charge: +1

***

We find (ii) to be the most stable, with the next structure 0.607 eV higher.

***

(i)
Computed, not measured: a cluster of 2 separate species, C5H14NO2 in total, with ωB97M-V/def2-TZVPD.

Each line ends with the natural charge from an NBO analysis.
Cartesian coordinates (Å):
C  1.484  -1.654  0.168  -0.616
C  -0.002  0.571  -1.570  -0.716
C  -2.710  0.398  0.989  -0.237
C  2.041  -0.280  -0.175  0.004
C  0.988  0.721  -0.459  0.533
N  0.977  1.864  0.203  -0.649
O  -2.203  -0.608  0.101  -0.767
O  2.880  0.191  0.910  -0.729
H  2.282  -2.279  0.249  0.238
H  0.995  -2.078  -0.837  0.228
H  0.685  -1.646  0.881  0.245
H  -0.693  -0.163  -1.229  0.312
H  -0.551  1.462  -1.673  0.243
H  0.439  0.230  -2.501  0.273
H  -2.991  -0.037  1.944  0.192
H  -3.597  0.908  0.568  0.190
H  2.702  -0.371  -1.217  0.241
H  1.585  1.974  0.985  0.438
H  -1.818  1.064  1.089  0.148
H  0.108  2.414  0.407  0.438
H  -2.813  -1.338  -0.039  0.490
H  3.490  -0.464  1.203  0.502

Values from the calculation:
orbital gap: 9.65 eV
lowest unoccupied orbital energy: -4.50 eV
charge: +1

***

(ii)
Computed, not measured: a cluster of 2 separate species, C5H14NO2 in total, with ωB97M-V/def2-TZVPD.

Each line ends with the natural charge from an NBO analysis.
Cartesian coordinates (Å):
C  0.843  1.435  0.877  -0.101
O  -0.383  0.927  1.497  -0.789
C  1.938  0.399  0.887  -0.440
C  1.872  -0.541  -0.437  -0.468
C  0.522  -0.740  -0.990  -0.149
C  -0.387  -1.382  -0.232  -0.066
N  -1.770  -1.618  -0.798  -0.734
H  0.393  1.872  -0.052  0.213
H  1.083  2.317  1.680  0.195
H  -0.186  0.864  2.494  0.482
H  2.928  1.057  0.738  0.242
H  2.101  -0.216  1.864  0.238
H  2.562  0.045  -1.131  0.240
H  2.385  -1.432  -0.172  0.245
H  0.314  -0.501  -2.060  0.235
H  -0.249  -1.534  0.842  0.246
H  -2.479  -2.154  -0.202  0.446
H  -1.803  -2.009  -1.690  0.430
H  -2.177  -0.616  -0.849  0.475
H  -2.085  1.413  -0.060  0.521
H  -3.155  1.296  -1.210  0.494
O  -2.267  1.119  -0.996  -0.953

Values from the calculation:
orbital gap: 10.13 eV
lowest unoccupied orbital energy: -3.18 eV
charge: +1

***

We find (i) to be the most stable, with the next structure 0.625 eV higher.

***

(i)
Computed, not measured: a cluster of 2 separate species, C5H14NO2 in total, with ωB97M-V/def2-TZVPD.

Each line ends with the natural charge from an NBO analysis.
Cartesian coordinates (Å):
C  1.376  -0.499  1.604  -0.749
C  -2.266  0.675  -0.304  -0.426
C  0.727  2.263  -0.808  -0.307
C  1.902  -1.610  -0.962  -0.272
C  1.107  0.220  0.304  0.917
N  -1.853  -0.536  0.368  -0.858
O  0.858  1.423  0.422  -0.400
O  1.462  -0.240  -0.827  -0.433
H  1.638  -1.525  1.665  0.257
H  2.234  0.117  2.038  0.280
H  0.506  -0.494  2.333  0.299
H  -2.291  1.534  0.420  0.200
H  -1.554  0.817  -1.102  0.172
H  -3.379  0.730  -0.689  0.198
H  1.122  3.231  -0.451  0.247
H  -0.420  2.306  -0.852  0.231
H  0.982  1.811  -1.785  0.243
H  2.464  -1.779  -1.874  0.240
H  0.978  -2.181  -1.086  0.211
H  2.371  -2.062  -0.130  0.213
H  -2.582  -0.759  1.106  0.376
H  -2.001  -1.305  -0.349  0.361

Values from the calculation:
orbital gap: 9.94 eV
lowest unoccupied orbital energy: -3.39 eV
charge: +1

***

(ii)
Computed, not measured: a cluster of 2 separate species, C5H14NO2 in total, with ωB97M-V/def2-TZVPD.

Each line ends with the natural charge from an NBO analysis.
Cartesian coordinates (Å):
C  -0.258  -1.017  -1.112  -0.091
O  0.130  -2.341  -0.789  -0.744
C  -0.243  -0.219  0.228  -0.039
C  -1.242  0.922  0.324  -0.469
C  -1.048  1.798  -0.900  -0.209
C  -0.236  2.821  -0.940  -0.367
N  -0.644  -1.183  1.353  -0.682
H  0.377  -0.533  -1.867  0.225
H  -1.305  -1.186  -1.427  0.191
H  0.953  -2.575  -1.199  0.500
H  0.762  0.163  0.418  0.231
H  -0.889  1.472  1.217  0.223
H  -2.297  0.623  0.389  0.230
H  -1.657  1.448  -1.730  0.218
H  0.334  3.275  -0.129  0.200
H  0.123  3.468  -1.748  0.229
H  0.195  -1.576  1.790  0.462
H  -1.163  -0.707  2.091  0.436
H  -1.187  -1.967  0.986  0.455
H  2.948  -0.176  0.942  0.469
H  3.616  -1.419  0.972  0.488
O  2.731  -1.092  1.130  -0.953

Values from the calculation:
orbital gap: 10.53 eV
lowest unoccupied orbital energy: -3.08 eV
charge: +1

***

(iii)
Computed, not measured: a cluster of 2 separate species, C5H14NO2 in total, with ωB97M-V/def2-TZVPD.

Each line ends with the natural charge from an NBO analysis.
Cartesian coordinates (Å):
O  -1.011  0.321  -3.178  -0.501
C  -1.015  0.763  -2.061  0.431
C  -0.847  -0.294  -0.905  -0.144
C  0.324  0.315  -0.129  -0.247
C  0.507  -0.495  1.134  -0.626
C  1.635  0.355  -0.898  -0.642
N  -0.669  -1.674  -1.579  -0.696
H  -0.819  1.815  -1.794  0.170
H  -1.789  -0.289  -0.354  0.248
H  -0.056  1.306  0.240  0.256
H  -0.438  -0.520  1.713  0.225
H  1.242  -0.132  1.864  0.257
H  0.845  -1.511  0.972  0.190
H  2.314  0.932  -0.261  0.257
H  1.504  0.880  -1.832  0.227
H  2.120  -0.629  -0.914  0.215
H  -1.328  -1.836  -2.352  0.477
H  0.292  -1.914  -1.798  0.450
H  -0.750  -2.332  -0.758  0.450
H  -0.890  0.890  4.495  0.478
H  -0.633  2.442  4.432  0.486
O  -0.537  1.607  3.964  -0.962

Values from the calculation:
orbital gap: 10.69 eV
lowest unoccupied orbital energy: -3.54 eV
charge: +1

***

(iv)
Computed, not measured: a cluster of 2 separate species, C5H14NO2 in total, with ωB97M-V/def2-TZVPD.

Each line ends with the natural charge from an NBO analysis.
Cartesian coordinates (Å):
O  -1.588  1.703  1.094  -0.515
C  -1.251  0.597  1.391  0.460
C  -0.352  -0.038  0.282  -0.158
C  1.198  0.040  0.546  -0.228
C  1.956  -1.112  -0.201  -0.635
C  1.671  1.311  -0.075  -0.689
N  -0.864  0.398  -1.082  -0.700
H  -1.361  0.080  2.281  0.162
H  -0.704  -1.121  0.566  0.268
H  1.233  -0.109  1.607  0.244
H  3.013  -1.164  0.130  0.249
H  1.837  -1.300  -1.313  0.224
H  1.463  -2.096  0.130  0.219
H  1.837  1.224  -1.159  0.209
H  2.773  1.524  0.136  0.264
H  1.347  2.292  0.192  0.250
H  -0.037  0.750  -1.688  0.463
H  -1.413  -0.246  -1.621  0.435
H  -1.488  1.200  -0.955  0.459
H  -3.098  -0.996  -0.841  0.475
H  -3.441  -1.776  0.451  0.514
O  -2.731  -1.161  0.127  -0.968

Values from the calculation:
orbital gap: 10.38 eV
lowest unoccupied orbital energy: -3.65 eV
charge: +1

***

We find (iii) to be the most stable, with the next structure 0.065 eV higher.